1.
Below is a structure of composition C17H20N2O3S in a non-equilibrium geometry, with properties calculated with wB97M-V/def2-TZVPD.

Computed properties:
2S+1: 1
Total charge: 0
Electronic energy: -37896.5169 eV
Relative energy (zero: lowest compared OMol25 entry of this formula, charge and spin): 379.2 kcal per mole
Max |F|: 19.05 eV/A
Gap between HOMO and LUMO: 8.85 eV
LUMO level: 0.10 eV

XYZ file:
```
43
Properties=species:S:1:pos:R:3:nbo_charge:R:1
C -4.55 -2.29 -1.12 -0.642
C -3.48 -1.52 -0.36 0.010
C -3.35 -0.05 -0.52 -0.223
C -2.57 0.55 0.27 0.107
C -1.85 -0.23 1.14 -0.009
C -2.06 -1.52 1.46 -0.185
C -2.94 -2.28 0.76 -0.196
H -2.95 -3.21 0.59 0.193
H -1.48 -1.92 2.07 0.189
C -0.96 0.65 2.24 -0.587
H -1.36 1.93 2.35 0.216
H -1.16 0.33 3.13 0.184
H 0.07 0.49 1.81 0.218
N -2.53 2.07 0.13 -0.614
C -1.47 2.75 -0.26 0.661
O -1.63 3.94 -0.03 -0.624
C -0.14 1.89 -0.31 -0.116
C -0.12 0.88 -1.10 -0.212
C 1.24 0.42 -1.46 -0.165
C 2.26 0.85 -0.67 -0.017
C 2.16 1.95 -0.10 -0.180
C 0.88 2.67 0.35 -0.134
H 0.93 3.58 0.85 0.251
H 3.04 2.39 0.62 0.245
N 3.53 0.35 -1.21 -0.554
S 4.50 -0.20 0.39 2.308
O 4.55 0.72 1.26 -0.971
O 5.65 -0.71 -0.07 -0.952
C 3.29 -1.50 1.34 -0.739
H 3.34 -2.37 0.67 0.213
H 2.40 -0.90 1.33 0.232
H 3.80 -1.73 2.04 0.186
C 3.75 -0.68 -2.06 -0.435
H 4.76 -1.10 -2.13 0.245
H 3.41 -0.29 -3.00 0.203
H 3.19 -1.45 -1.94 0.164
H 1.20 -0.54 -2.21 0.226
H -0.97 0.56 -1.41 0.211
H -3.45 2.52 0.09 0.414
H -4.21 0.51 -1.13 0.220
H -4.11 -3.33 -1.32 0.222
H -5.66 -2.39 -0.41 0.214
H -4.95 -1.78 -2.08 0.224
```

***

2.
Below is a structure of composition C36H43F3N2O4S2 in a non-equilibrium geometry, with properties calculated with wB97M-V/def2-TZVPD.

Computed properties:
2S+1: 1
Total charge: 0
Electronic energy: -79020.4412 eV
Max |F|: 3.90 eV/A
Gap between HOMO and LUMO: 7.83 eV
LUMO level: -0.83 eV

XYZ file:
```
90
Properties=species:S:1:pos:R:3:mulliken_charge:R:1
C 0.17 -2.74 3.74 -1.008
C -1.04 -3.40 2.97 -1.036
C -0.96 -2.91 1.50 0.725
C -1.95 -2.17 0.92 -1.563
C -1.85 -1.70 -0.48 1.140
C -3.05 -0.89 -1.02 -1.093
C -3.74 -1.58 -2.26 -0.799
C -4.38 -0.56 -3.26 -0.755
C -4.37 -1.01 -4.76 -0.902
C -2.99 -1.48 -5.26 0.456
O -2.87 -1.47 -6.68 -0.442
C -1.62 -2.08 -6.98 -0.512
C -0.71 -2.00 -1.20 -0.432
C -0.45 -1.52 -2.65 0.011
C -0.59 0.02 -2.78 -0.553
C 0.39 0.65 -3.82 -0.694
C 1.60 1.28 -3.03 -1.055
S 3.17 0.71 -3.74 1.266
O 3.05 0.60 -5.18 -0.665
O 4.18 1.69 -3.47 -0.642
O 3.64 -0.67 -3.03 -0.424
C 0.35 -2.80 -0.62 0.432
N 1.49 -3.19 -1.22 -0.603
S 2.27 -4.10 -0.10 0.085
N 1.26 -4.03 1.19 -0.648
C 0.23 -3.28 0.75 0.652
H -0.20 -2.20 4.62 0.313
H 0.94 -3.49 4.00 0.295
H 0.68 -2.01 3.08 0.276
H -1.99 -3.03 3.38 0.413
H -0.96 -4.50 2.93 0.408
H -2.85 -1.90 1.50 0.330
H -3.78 -0.72 -0.21 0.526
H -2.70 0.12 -1.32 0.450
H -4.58 -2.15 -1.82 0.513
H -3.09 -2.33 -2.73 0.500
H -5.46 -0.49 -2.99 0.412
H -3.97 0.46 -3.19 0.410
H -4.63 -0.11 -5.36 0.317
H -5.11 -1.79 -4.98 0.307
H -2.18 -0.85 -4.83 -0.305
H -2.78 -2.52 -4.91 0.281
H -1.66 -3.18 -6.84 0.302
H -0.81 -1.71 -6.31 0.087
H -1.30 -1.82 -8.01 0.302
H -1.13 -2.10 -3.31 0.125
H 0.58 -1.84 -2.92 0.641
H -1.63 0.25 -3.10 -0.747
H -0.51 0.45 -1.77 0.839
H -0.14 1.49 -4.29 0.365
H 0.69 -0.06 -4.60 0.451
H 1.52 1.06 -1.95 0.420
H 1.56 2.38 -3.11 0.385
H 2.84 -1.16 -2.74 0.376
F -2.09 -0.73 4.76 -0.273
C -1.74 0.57 4.86 0.429
C -1.73 1.35 3.72 -0.344
C -1.38 2.69 3.83 -0.396
C -1.03 3.22 5.06 -0.694
C -1.03 2.42 6.20 -0.463
C -1.40 1.08 6.09 -0.718
H -2.00 0.92 2.77 0.531
H -1.37 3.32 2.95 0.376
H -0.74 4.26 5.14 0.406
H -0.76 2.83 7.17 0.832
H -1.42 0.44 6.97 0.427
F 8.07 -0.37 -9.33 -0.323
C 7.66 -0.04 -8.09 0.322
C 6.31 -0.08 -7.79 -0.579
C 5.89 0.26 -6.51 -0.041
C 6.81 0.64 -5.55 -0.490
C 8.17 0.68 -5.86 -0.369
C 8.60 0.33 -7.14 -0.457
H 5.60 -0.37 -8.56 0.420
H 4.83 0.22 -6.25 0.425
H 6.48 0.90 -4.55 0.371
H 8.89 0.98 -5.12 0.365
H 9.65 0.35 -7.40 0.403
F -0.61 3.06 8.86 -0.288
C -1.09 3.47 10.05 0.379
C -0.25 3.50 11.14 -0.529
C -0.74 3.93 12.37 -0.365
C -2.07 4.31 12.49 -0.517
C -2.91 4.27 11.38 -0.373
C -2.42 3.85 10.15 -0.303
H 0.78 3.19 11.03 0.399
H -0.09 3.96 13.23 0.356
H -2.45 4.64 13.45 0.364
H -3.95 4.56 11.47 0.353
H -3.05 3.82 9.28 0.429
```

***

3.
Below is an isolated molecule of C26H23NO6, with properties calculated with wB97M-V/def2-TZVPD.

Computed properties:
2S+1: 1
Total charge: 0
SMILES: COc1ccc(-c2cc(=O)oc3cc(OCC(=O)NC[C@H](O)c4ccccc4)ccc23)cc1
Electronic energy: -41110.8644 eV
Relative energy (zero: lowest compared OMol25 entry of this formula, charge and spin): 0.0 kcal per mole
Max |F|: 0.97 eV/A
Gap between HOMO and LUMO: 8.39 eV
LUMO level: -0.01 eV

XYZ file:
```
56
Properties=species:S:1:pos:R:3:nbo_charge:R:1
C -6.43 3.00 0.06 -0.254
O -5.71 2.35 1.08 -0.486
C -4.85 1.35 0.73 0.317
C -4.61 0.92 -0.57 -0.326
C -3.72 -0.11 -0.80 -0.112
C -3.03 -0.71 0.24 -0.136
C -2.08 -1.80 -0.04 0.083
C -2.45 -2.85 -0.82 -0.342
C -1.57 -3.96 -1.11 0.736
O -1.85 -4.92 -1.79 -0.564
O -0.32 -3.92 -0.55 -0.458
C 0.10 -2.87 0.19 0.358
C 1.40 -2.90 0.66 -0.328
C 1.91 -1.84 1.39 0.415
O 3.20 -1.98 1.81 -0.511
C 3.75 -0.97 2.63 -0.165
C 4.05 0.33 1.87 0.650
O 3.94 1.42 2.38 -0.616
N 4.48 0.11 0.62 -0.615
C 4.84 1.17 -0.29 -0.243
C 4.15 1.03 -1.66 0.083
O 4.48 2.12 -2.48 -0.704
C 2.64 0.99 -1.53 -0.045
C 1.93 -0.12 -1.98 -0.220
C 0.55 -0.12 -1.94 -0.154
C -0.13 0.97 -1.43 -0.232
C 0.58 2.07 -0.96 -0.211
C 1.96 2.08 -1.02 -0.193
C 1.11 -0.73 1.64 -0.371
C -0.19 -0.70 1.20 -0.068
C -0.74 -1.77 0.49 -0.199
C -3.28 -0.28 1.54 -0.167
C -4.18 0.73 1.78 -0.252
H -7.05 3.74 0.57 0.204
H -5.77 3.51 -0.64 0.178
H -7.08 2.31 -0.48 0.178
H -5.12 1.37 -1.41 0.223
H -3.54 -0.43 -1.82 0.213
H -3.44 -2.92 -1.24 0.236
H 2.02 -3.76 0.44 0.237
H 3.10 -0.74 3.49 0.208
H 4.69 -1.38 3.00 0.219
H 4.52 -0.84 0.28 0.406
H 5.93 1.19 -0.43 0.186
H 4.54 2.11 0.19 0.240
H 4.49 0.09 -2.12 0.156
H 5.44 2.19 -2.56 0.469
H 2.45 -0.97 -2.39 0.210
H 0.00 -0.97 -2.32 0.205
H -1.21 0.97 -1.40 0.216
H 0.05 2.92 -0.56 0.214
H 2.51 2.94 -0.68 0.220
H 1.50 0.13 2.17 0.238
H -0.80 0.17 1.39 0.222
H -2.78 -0.77 2.37 0.223
H -4.39 1.06 2.79 0.229
```

***

4.
Below is a cluster of 6 separate species, C2H16O5 in total in a non-equilibrium geometry, with properties calculated with wB97M-V/def2-TZVPD.

Computed properties:
2S+1: 1
Total charge: 0
SMILES: CC.O.O.O.O.O
Electronic energy: -12570.1022 eV
Relative energy (zero: lowest compared OMol25 entry of this formula, charge and spin): 30.1 kcal per mole
Max |F|: 2.35 eV/A
Gap between HOMO and LUMO: 11.53 eV
LUMO level: 0.12 eV

XYZ file:
```
23
Properties=species:S:1:pos:R:3:nbo_charge:R:1
C 3.37 -2.59 0.28 -0.613
C 2.79 -1.53 -0.71 -0.611
H 4.23 -2.12 0.77 0.202
H 3.70 -3.50 -0.23 0.201
H 2.58 -2.95 0.94 0.204
H 3.22 -1.57 -1.71 0.203
H 1.71 -1.67 -0.79 0.213
H 3.10 -0.56 -0.31 0.200
O -4.73 -1.10 4.21 -0.976
H -4.50 -0.80 3.32 0.480
H -4.20 -0.95 4.98 0.494
O 1.22 3.95 -4.45 -0.939
H 1.73 4.71 -4.73 0.465
H 0.53 4.32 -3.88 0.474
O -2.79 -0.06 2.23 -0.936
H -2.65 0.19 1.31 0.472
H -3.21 -0.92 2.26 0.473
O -1.97 2.66 -2.55 -0.935
H -2.05 2.18 -1.72 0.465
H -1.80 1.93 -3.17 0.470
O -0.04 0.09 0.98 -0.960
H -0.91 0.16 1.38 0.472
H 0.67 0.14 1.60 0.481
```